(A)
C7H12 | the ωB97M-V functional and the def2-TZVPD basis

Structure (XYZ):
```
19
C7H12 the ωB97M-V functional and the def2-TZVPD basis
C 1.9416 0.1761 -0.3051
C 0.8212 0.5919 -1.2518
C -0.5407 -0.0403 -1.3120
C -1.0691 -1.2636 -0.3239
C -0.6392 -0.9395 1.0288
C -0.9450 0.4298 1.4095
C -0.4136 1.2872 -0.7751
H 2.4088 -0.7791 -0.5851
H 2.7193 0.9446 -0.3542
H 1.6416 0.1099 0.7446
H 1.2275 0.8608 -2.2349
H -0.9904 -0.2462 -2.2810
H -2.1418 -1.1161 -0.4543
H -0.7646 -2.2412 -0.7159
H -1.4620 -0.4421 2.1445
H 0.2315 -1.4287 1.4728
H -0.2854 0.9906 2.0640
H -1.8499 0.8890 1.0355
H -0.8707 2.1796 -1.2047
```

Results of the Löwdin charge analysis, in e, for atoms 1 through 2:
1. C -0.08
2. C -0.32

=====

(B)
C7H12 | the ωB97M-V functional and the def2-TZVPD basis

Structure (XYZ):
```
19
Properties=species:S:1:pos:R:3
C 2.1287 -0.9243 0.3860
C 1.2416 -0.2341 -0.6384
C -0.1597 -0.8831 -0.8137
C -0.7674 0.3114 -0.0781
C -2.1457 0.8707 -0.2109
C -1.7040 0.2442 1.0885
C 0.5620 1.0655 -0.1234
H 2.4444 -1.9133 0.0332
H 1.5944 -1.0618 1.3346
H 3.0288 -0.3328 0.5904
H 1.7914 -0.1054 -1.5776
H -0.4758 -0.9586 -1.8600
H -0.2901 -1.8611 -0.3350
H -2.8598 0.3248 -0.8241
H -2.2550 1.9527 -0.2454
H -2.1242 -0.7231 1.3561
H -1.5196 0.9023 1.9350
H 0.9338 1.4441 0.8364
H 0.5761 1.8820 -0.8538
```

Calculated values
Structure (SMILES): CC1CC2(CC2)C1

Results of the Löwdin charge analysis, in e, for atoms 1 through 2:
1. C -0.08
2. C -0.34

=====

(C)
C7H12 | the ωB97M-V functional and the def2-TZVPD basis

Structure (XYZ):
```
19
C7H12 the ωB97M-V functional and the def2-TZVPD basis
C 2.2717 -0.4778 -0.3567
C 0.2307 -0.0734 1.2218
C 1.4964 0.4744 0.5001
C 1.3316 0.3431 -1.0524
C -0.8326 -0.0939 0.1215
C -1.7252 -1.2972 -0.1336
C -1.3289 1.2562 -0.3327
H 3.3583 -0.3222 -0.4390
H 1.9569 -1.4954 -0.0777
H 0.5865 -1.1020 1.4229
H -0.1069 0.5049 2.1316
H 2.1165 1.2906 0.9522
H 1.1604 0.9893 -1.9601
H -1.2590 -2.1067 -0.6729
H -2.6130 -1.1505 -0.5968
H -2.1561 -1.7091 0.8281
H -1.0303 1.5781 -1.3121
H -1.0395 2.1181 0.1628
H -2.4173 1.2735 -0.4067
```

Results of the Löwdin charge analysis, in e, for atoms 1 through 2:
1. C -0.20
2. C -0.15

=====

Which one sits at the bottom of the stability order? (A) does.

=====

(A)
C7H12 | the ωB97M-V functional and the def2-TZVPD basis

Structure (XYZ):
```
19
C7H12 the ωB97M-V functional and the def2-TZVPD basis
C 1.1010 1.3693 1.2931
C 0.5671 1.5817 -0.1070
C 0.6051 0.5080 -1.1628
C 0.8306 -0.9081 -0.6556
C -0.1742 -1.2472 0.4005
C -1.2373 -0.2047 0.2443
C -0.7175 0.9581 -0.5879
H 2.1845 1.5298 1.3268
H 0.6327 2.0659 1.9978
H 0.9162 0.3543 1.6729
H 0.7432 2.5854 -0.4897
H 0.9055 0.7731 -2.1729
H 0.6063 -1.6574 -1.4372
H 1.8537 -1.1411 -0.3355
H -1.6011 -3.7269 -0.9389
H -1.2365 -3.3675 -0.3947
H -1.6865 0.0651 1.2081
H -2.0319 -0.7591 -0.2881
H -1.4136 1.5608 -1.1650
```

Results of the Löwdin charge analysis, in e, for atoms 1 through 2:
1. C -0.05
2. C -0.26

=====

(B)
C7H12 | the ωB97M-V functional and the def2-TZVPD basis

Structure (XYZ):
```
19
C7H12 the ωB97M-V functional and the def2-TZVPD basis
C 1.5774 0.8336 -1.5024
C 0.8009 -0.4615 -1.3314
C 1.0888 -1.1191 -0.0558
C -0.8745 -0.2871 1.1476
C -1.2706 0.5574 2.3431
C -1.3682 -0.0047 -0.1436
C -0.6996 -0.2785 -1.2985
H 1.3490 1.4983 -0.6650
H 2.6590 0.6367 -1.4995
H 1.2928 1.3250 -2.4328
H 1.0114 -1.1239 -2.1833
H 0.9824 -2.2000 0.0034
H 1.6779 -0.6222 0.6949
H -0.5427 -1.2803 1.3782
H -1.8055 1.4623 2.0426
H -0.3940 0.8795 2.9081
H -1.9105 0.0236 3.0629
H -2.3246 0.5184 -0.2372
H -1.2493 -0.3575 -2.2314
```

Results of the Löwdin charge analysis, in e, for atoms 1 through 2:
1. C -0.07
2. C -0.48

=====

(C)
C7H12 | the ωB97M-V functional and the def2-TZVPD basis

Structure (XYZ):
```
19
Properties=species:S:1:pos:R:3
C -2.1244 -0.0224 -0.8047
C -1.0858 -1.0048 -0.0837
C 0.1751 -0.2117 -0.1586
C 0.2186 1.0536 0.3993
C -0.5156 1.6947 1.4083
C 2.5292 -0.9244 -0.1913
C 1.3512 -0.9311 -0.7570
H -1.7796 0.0555 -1.8107
H -2.0697 1.0344 -0.4581
H -3.1889 -0.2386 -0.5830
H -1.0265 -1.9686 -0.7275
H -1.3994 -1.0859 0.9381
H 1.0109 1.7352 0.1370
H 0.1086 2.5751 1.8532
H -0.7398 1.0073 2.2970
H -1.5415 2.1375 1.1130
H 3.2821 -1.4623 -0.6948
H 2.8446 -0.5664 0.8424
H 1.2097 -1.1471 -1.7802
```

Calculated values
Structure (SMILES): C=C/C(=C/C)CC

Results of the Löwdin charge analysis, in e, for atoms 1 through 2:
1. C -0.10
2. C -0.17

=====

Which one sits at the bottom of the stability order? (A) does.